# 1
Below is 2 unconnected molecules or ions with the total composition C5H14NO, with properties calculated with wB97M-V/def2-TZVPD.

Geometry (Å):
C (-1.4008, 0.5343, 1.7908)
O (-0.0014, 0.3089, 2.0492)
C (-1.6118, 1.1805, 0.4674)
C (-2.4175, 0.7207, -0.4865)
H (-1.8565, 1.1830, 2.5444)
H (-1.9483, -0.4137, 1.8167)
H (0.0140, -0.2332, 2.8378)
H (-1.0986, 2.1190, 0.2792)
H (-2.5891, 1.3282, -1.3668)
H (-2.9499, -0.2216, -0.4487)
C (2.0278, -1.4949, -0.2133)
N (1.2876, -0.2337, -0.4408)
C (0.9780, 0.0453, -1.8673)
H (2.2016, -1.5922, 0.8561)
H (1.4302, -2.3361, -0.5592)
H (2.9799, -1.5554, -0.7344)
H (1.8187, 0.5504, -0.0592)
H (0.4353, -0.2611, 0.1440)
H (1.9010, 0.1092, -2.4353)
H (0.4668, 1.0023, -1.9252)
H (0.3331, -0.7397, -2.2489)

Multiplicity: 1
Charge: +1
E_HOMO (eV): -13.81
HOMO-LUMO gap (eV): 10.888
Energy relative to the best compared isomer or geometry (same formula, charge and spin) (kcal/mol): 36.70

=====

# 2
Below is 2 unconnected molecules or ions with the total composition C5H14NO at a distorted geometry, with properties calculated with wB97M-V/def2-TZVPD.

Geometry (Å):
C (-0.3784, -0.3417, -1.6614)
C (0.8733, -1.0295, -1.0261)
C (0.7714, -1.7997, 0.3679)
C (1.6482, 0.1378, 1.7063)
C (0.9426, -1.0532, 1.6970)
N (-1.1652, 0.4260, -0.4455)
H (0.0935, 0.4034, -2.3312)
H (-1.0477, -0.9214, -2.2848)
H (1.7643, -0.4307, -1.2096)
H (1.1304, -1.8921, -1.7399)
H (-0.1884, -2.2463, 0.4741)
H (1.4217, -2.7153, 0.1867)
H (2.3634, 0.5203, 0.9309)
H (1.8129, 0.6511, 2.6322)
H (0.7748, -1.6806, 2.6119)
H (-2.0126, -0.0926, 0.0116)
H (-1.5434, 1.3917, -0.6208)
H (-0.6064, 0.5350, 0.3879)
H (-2.6050, 3.3774, 0.8077)
H (-1.8779, 3.7880, -0.4734)
O (-2.1714, 2.9724, -0.0218)

Multiplicity: 1
Charge: +1
E_HOMO (eV): -13.13
HOMO-LUMO gap (eV): 10.018
Energy relative to the best compared isomer or geometry (same formula, charge and spin) (kcal/mol): 59.79

=====

# 3
Below is a gas-phase ion, C5H14NO (charge +1) at a distorted geometry, with properties calculated with wB97M-V/def2-TZVPD.

Geometry (Å):
C (-0.5201, -0.3921, -2.5457)
C (-1.4612, 0.3925, -1.6496)
C (-0.8524, 0.9103, -0.2779)
C (0.3307, 0.0645, 0.1971)
N (-0.1738, -1.2829, 0.6505)
C (1.0341, 0.7650, 1.4052)
O (1.7036, -0.2194, 2.1414)
H (-0.9346, -0.4131, -3.5578)
H (-0.1877, -1.4252, -2.3718)
H (0.4152, 0.1441, -2.7936)
H (-1.8110, 1.2500, -2.2231)
H (-2.2912, -0.2606, -1.3689)
H (-0.5724, 1.9635, -0.2940)
H (-1.6756, 0.7655, 0.4400)
H (0.9681, 0.0132, -0.6785)
H (0.1467, -1.9976, 0.0117)
H (0.2518, -1.4419, 1.5762)
H (-1.1839, -1.2346, 0.7747)
H (0.3201, 1.3073, 2.0174)
H (1.7184, 1.4611, 0.8997)
H (1.6569, -0.0659, 3.1042)

Multiplicity: 1
Charge: +1
E_HOMO (eV): -14.99
HOMO-LUMO gap (eV): 11.662
Energy relative to the best compared isomer or geometry (same formula, charge and spin) (kcal/mol): 29.69

=====

# 4
Below is 2 unconnected molecules or ions with the total composition C5H14NO at a distorted geometry, with properties calculated with wB97M-V/def2-TZVPD.

Geometry (Å):
C (0.4821, 0.8453, 0.7132)
C (-1.0339, 1.3269, 0.5019)
C (-1.9007, 0.3486, -0.2582)
C (-1.6105, -1.6702, 1.2627)
C (-1.7710, -1.1408, 0.0653)
N (0.9807, 0.4425, -0.6606)
H (0.2207, -0.0484, 1.2371)
H (0.9500, 1.6819, 1.1871)
H (-1.4172, 1.3854, 1.5130)
H (-1.0307, 2.2313, -0.1082)
H (-1.5196, 0.3782, -1.4500)
H (-2.8942, 0.8341, -0.2581)
H (-1.2923, -1.1201, 2.1524)
H (-1.8378, -2.6992, 1.4671)
H (-2.1274, -1.7503, -0.7675)
H (0.8945, 1.2205, -1.3172)
H (2.0105, 0.2671, -0.6416)
H (0.5997, -0.4361, -0.9787)
H (4.4320, -0.1855, -0.8119)
H (4.2008, -1.3085, -1.6259)
O (3.6643, -0.6027, -1.2217)

Multiplicity: 1
Charge: +1
E_HOMO (eV): -13.53
HOMO-LUMO gap (eV): 10.369
Energy relative to the best compared isomer or geometry (same formula, charge and spin) (kcal/mol): 52.20

=====

# 5
Below is 2 unconnected molecules or ions with the total composition C5H14NO at a distorted geometry, with properties calculated with wB97M-V/def2-TZVPD.

Geometry (Å):
C (0.1127, -1.4628, -1.0776)
C (0.1842, -0.1436, -1.8475)
C (-0.2836, 0.9323, -0.7954)
C (0.6506, 1.7392, -0.2093)
C (-1.7288, 0.8135, -0.3268)
N (0.6409, -1.2587, 0.3654)
H (0.6907, -2.2517, -1.6488)
H (-0.9916, -1.7658, -1.1019)
H (1.2101, 0.0767, -2.1784)
H (-0.4127, -0.1166, -2.7642)
H (1.5936, 1.8563, -0.6681)
H (0.4486, 2.2851, 0.8067)
H (-1.8067, 1.6236, 0.3867)
H (-1.9665, -0.1765, 0.0102)
H (-2.4543, 0.9429, -1.2471)
H (-0.1569, -0.7213, 0.8220)
H (1.3192, -0.5370, 0.6433)
H (0.9494, -2.2264, 0.6714)
H (0.2567, 0.5060, 3.8811)
H (1.2901, 0.1246, 2.9912)
O (0.4541, -0.2401, 3.2874)

Multiplicity: 1
Charge: +1
E_HOMO (eV): -13.70
HOMO-LUMO gap (eV): 10.372
Energy relative to the best compared isomer or geometry (same formula, charge and spin) (kcal/mol): 59.40

=====

# 6
Below is 2 unconnected molecules or ions with the total composition C5H14NO2 at a distorted geometry, with properties calculated with wB97M-V/def2-TZVPD.

Geometry (Å):
C (0.5971, 0.1537, -0.2444)
N (0.7704, -0.7498, 0.8438)
C (0.4271, -2.1860, 0.4621)
O (1.0895, -2.5986, -0.6374)
C (-0.8249, 0.5749, -0.6078)
C (-1.4758, 1.7237, 0.2005)
C (-1.7516, 2.9325, -0.6946)
H (1.1233, 1.1018, -0.1153)
H (1.0180, -0.2741, -1.1867)
H (1.6994, -0.7449, 1.2396)
H (0.7390, -2.7759, 1.3522)
H (-0.6710, -2.2766, 0.4054)
H (-1.4747, -0.3005, -0.6625)
H (-0.8162, 0.8955, -1.6509)
H (-2.4774, 1.4891, 0.5911)
H (-0.8225, 1.9883, 1.0199)
H (-0.8715, 3.5585, -0.8382)
H (-2.4629, 3.6331, -0.2005)
H (-2.2254, 2.7296, -1.6390)
H (2.7843, -2.6973, 1.5408)
H (2.4719, -2.9779, 0.0273)
O (3.1538, -3.1992, 0.7946)

Multiplicity: 1
Charge: -1
E_HOMO (eV): -3.46
HOMO-LUMO gap (eV): 6.961
Energy relative to the best compared isomer or geometry (same formula, charge and spin) (kcal/mol): 11.93

=====

# 7
Below is 2 unconnected molecules or ions with the total composition C5H14NO2 at a distorted geometry, with properties calculated with wB97M-V/def2-TZVPD.

Geometry (Å):
C (0.5206, 1.2073, -2.4326)
C (1.1274, -0.1426, -1.9674)
N (1.6926, -0.1349, -0.6506)
C (0.2793, -1.8316, 0.2454)
C (0.6551, -0.2842, 0.3811)
C (-0.6743, 0.8291, 0.3541)
O (-0.9927, 1.2275, 1.5836)
H (1.0730, 2.0782, -2.0165)
H (-0.4371, 1.4431, -2.0880)
H (0.6994, 1.3315, -3.5887)
H (1.8678, -0.5411, -2.7128)
H (0.3050, -0.7971, -2.1432)
H (2.2104, 0.7812, -0.3362)
H (0.8485, -2.3031, -0.5093)
H (0.3277, -2.3938, 1.1856)
H (-0.8666, -1.9217, -0.0893)
H (1.0709, -0.0831, 1.4708)
H (-0.4515, 1.8015, -0.1070)
H (-1.3276, 0.4399, -0.4284)
H (-1.7917, 0.1753, 2.1131)
H (-1.4363, -1.2711, 2.2252)
O (-2.1809, -0.7853, 2.4283)

Multiplicity: 2
E_HOMO (alpha / beta) (eV): -9.36 / -9.17
HOMO-LUMO gap (alpha / beta) (eV): 10.127 / 6.509
<S²>: 0.76
Energy relative to the best compared isomer or geometry (same formula, charge and spin) (kcal/mol): 63.28

=====

# 8
Below is 2 unconnected molecules or ions with the total composition C5H14NO2 at a distorted geometry, with properties calculated with wB97M-V/def2-TZVPD.

Geometry (Å):
C (-0.1160, 2.1289, 1.0039)
O (-0.7015, 1.4481, 2.0348)
C (0.5180, 1.4004, -0.1649)
C (-0.4152, 0.8922, -1.0991)
C (-0.7934, -0.6009, -0.8303)
C (0.2733, -1.6374, -1.3850)
N (0.6375, -2.6869, -0.3622)
H (-0.9705, 2.6890, 0.4552)
H (0.7488, 2.7603, 1.3090)
H (1.2711, 2.2063, -0.7758)
H (1.1762, 0.6181, 0.2256)
H (-1.4425, 1.3588, -1.0591)
H (-0.1732, 1.0254, -2.1434)
H (-1.7921, -0.7656, -1.1760)
H (-0.9578, -0.5749, 0.2409)
H (-0.0647, -2.0224, -2.2629)
H (1.2060, -1.1049, -1.6594)
H (-0.0481, -3.3967, -0.2822)
H (0.8179, -2.2175, 0.4718)
H (0.9180, -0.4799, 2.8750)
H (-0.3487, -0.0987, 2.1992)
O (0.2570, -0.9418, 2.3850)

Multiplicity: 2
E_HOMO (alpha / beta) (eV): -8.67 / -8.66
HOMO-LUMO gap (alpha / beta) (eV): 9.456 / 6.022
<S²>: 0.75
Energy relative to the best compared isomer or geometry (same formula, charge and spin) (kcal/mol): 39.87

=====

# 9
Below is 2 unconnected molecules or ions with the total composition C5H14NO2 at a distorted geometry, with properties calculated with wB97M-V/def2-TZVPD.

Geometry (Å):
O (2.0809, -0.3373, 1.6573)
C (1.5001, -1.2543, 0.7382)
C (0.8926, -0.3801, -0.3480)
N (-0.0220, 0.5704, 0.3606)
C (-1.4078, -0.0344, 0.3832)
C (-1.3089, -1.3449, -0.4408)
C (-0.0394, -1.1498, -1.2638)
H (2.7318, -0.7569, 2.2317)
H (2.2301, -1.9401, 0.3302)
H (0.7199, -1.8361, 1.2300)
H (1.7227, 0.0999, -0.8564)
H (0.3292, 0.8608, 1.2758)
H (-0.1364, 1.4448, -0.1544)
H (-2.1147, 0.6675, -0.0571)
H (-1.7372, -0.2187, 1.4013)
H (-2.1591, -1.5344, -1.0851)
H (-1.2056, -2.1334, 0.2869)
H (0.4019, -2.0969, -1.5442)
H (-0.2143, -0.6122, -2.1879)
H (-0.3818, 4.5443, -1.1063)
H (-1.3735, 3.7269, -0.2127)
O (-0.5085, 3.7150, -0.6385)

Multiplicity: 1
Charge: +1
E_HOMO (eV): -14.76
HOMO-LUMO gap (eV): 11.967
Energy relative to the best compared isomer or geometry (same formula, charge and spin) (kcal/mol): 16.40

=====

# 10
Below is C5H14NO3P in the gas phase at a distorted geometry, with properties calculated with wB97M-V/def2-TZVPD.

Geometry (Å):
C (-2.3532, -1.1346, 0.5262)
C (-2.2501, -0.0549, -0.6320)
N (-1.1988, 0.8967, -0.3854)
P (0.4648, 0.0126, -0.1421)
O (1.5389, 1.1791, -0.4617)
C (1.3554, 2.2231, -1.3548)
O (0.9708, -0.4721, 1.3636)
C (0.6723, 0.5599, 2.3045)
O (0.9093, -1.1717, -1.0763)
C (2.1719, -1.7952, -0.9978)
H (-2.3503, -0.5987, 1.4919)
H (-3.1064, -1.8346, 0.3067)
H (-1.4423, -1.6970, 0.5548)
H (-3.1502, 0.5179, -0.5900)
H (-2.0517, -0.6345, -1.4742)
H (2.0312, 3.1138, -0.9821)
H (0.2530, 2.5937, -1.4458)
H (1.5603, 2.1526, -2.4740)
H (1.0606, 1.5501, 1.9238)
H (1.0229, 0.2412, 3.2651)
H (-0.3914, 0.7056, 2.3816)
H (1.9894, -2.8059, -1.0101)
H (2.5715, -1.5757, 0.0298)
H (2.9677, -1.4116, -1.7827)

Multiplicity: 1
E_HOMO (eV): -7.68
HOMO-LUMO gap (eV): 8.543
Energy relative to the best compared isomer or geometry (same formula, charge and spin) (kcal/mol): 88.12

=====

# 11
Below is 2 unconnected molecules or ions with the total composition C5H14NOS at a distorted geometry, with properties calculated with wB97M-V/def2-TZVPD.

Geometry (Å):
C (-0.8469, -1.0150, -0.0390)
C (-0.9104, -0.8645, -1.5636)
S (0.6926, -0.0166, -2.1930)
C (-1.7428, 0.0289, 0.6100)
N (-1.1502, 0.3771, 1.9567)
C (-0.9345, 1.8274, 2.1591)
C (0.3933, 2.1711, 2.8209)
H (0.1965, -0.7939, 0.1789)
H (-0.9408, -2.0470, 0.2326)
H (-1.6752, -0.1170, -1.8212)
H (-1.0119, -1.8625, -2.0088)
H (-2.7596, -0.3300, 0.8875)
H (-1.8173, 0.9121, -0.0290)
H (-0.3759, -0.2294, 2.1699)
H (-1.1216, 2.4285, 1.2558)
H (-1.6922, 1.9904, 3.0114)
H (0.5021, 1.7420, 3.8203)
H (1.2274, 1.7290, 2.2943)
H (0.5480, 3.2815, 2.9191)
H (2.2500, -2.1081, -2.1738)
H (3.4709, -1.4952, -1.4406)
O (2.9819, -2.3081, -1.5697)

Multiplicity: 1
Charge: -1
E_HOMO (eV): -2.69
HOMO-LUMO gap (eV): 6.348
Energy relative to the best compared isomer or geometry (same formula, charge and spin) (kcal/mol): 33.94

=====

Number 1: E_tot -328.62775 Ha. Number 2: E_tot -328.59095 Ha. Number 3: E_tot -328.63891 Ha. Number 4: E_tot -328.60305 Ha. Number 5: E_tot -328.59158 Ha. Number 6: E_tot -404.13555 Ha. Number 7: E_tot -403.95524 Ha. Number 8: E_tot -403.99255 Ha. Number 9: E_tot -403.91522 Ha. Number 10: E_tot -820.66050 Ha. Number 11: E_tot -727.07737 Ha.